[1]
Density functional theory data (wB97M-V/def2-TZVPD) for a molecular structure, Cl2O4P in a non-equilibrium geometry.

CARTESIAN COORDINATES (ANGSTROEM)
1 Cl -2.18084 -0.98185 -0.08435
2 Cl 2.45253 -0.80116 -0.13977
3 P -0.10670 0.70053 -0.11909
4 O 0.45936 1.76807 0.67227
5 O -0.23838 0.36100 -1.55924
6 O -1.39391 0.23123 0.73899
7 O 1.00795 -1.27780 0.49119

The molar mass comes out at 165.88 g/mol. As for the total energy: -1562.72576 a.u. The calculation puts the HOMO energy at -0.1673 Eh. For the LUMO energy, the calculation gives 3.31 eV. The net charge is -1. As for the multiplicity: 1.



[2]
Density functional theory data (wB97M-V/def2-TZVPD) for 2 unconnected molecules or ions with the total composition Cl3H2N3 in a non-equilibrium geometry.

CARTESIAN COORDINATES (ANGSTROEM)
1 Cl 2.55615 1.54848 2.76472
2 Cl -0.32167 2.20037 3.10638
3 Cl 1.89586 -1.45566 -1.96996
4 N 0.78498 0.65088 1.11088
5 N 0.98997 1.36719 2.11466
6 N -0.25695 0.38586 0.54583
7 H -1.12210 0.77077 0.95266
8 H 1.04613 -0.87552 -1.20940

The molar mass comes out at 150.40 g/mol. As for the total energy: -1545.88839 a.u. The calculation puts the HOMO energy at -0.3778 Eh. Its SMILES is [H]/N=N\N(Cl)Cl.Cl. For the LUMO energy, the calculation gives -1.39 eV. As for the multiplicity: 1.